--- a ---
24
Properties=species:S:1:pos:R:3 method="wB97M-V/def2-TZVPD" homo_energy_ha=-0.27316 lumo_energy_ev=0.081 charge=0
C 1.171 2.272 -1.024
C 0.285 2.332 0.056
C 2.370 1.549 -0.890
C 0.742 2.032 1.368
C 2.615 0.921 0.316
C 1.841 1.230 1.423
C -1.553 -2.717 -0.707
C -0.443 -1.763 -0.898
C -2.609 -2.097 0.223
N -0.634 -0.626 -0.366
O -2.492 0.403 1.141
P -1.655 -0.800 1.216
H 0.924 2.711 -2.048
H -0.569 2.835 -0.088
H 3.177 1.406 -1.647
H 0.297 2.248 2.276
H 3.613 0.318 0.440
H -1.975 -2.952 -1.591
H -1.411 -3.698 -0.153
H 2.047 0.947 2.403
H 0.445 -2.166 -1.500
H -3.343 -1.495 -0.369
H -2.934 -2.962 0.878
H 0.092 0.071 -0.458

--- b ---
24
Properties=species:S:1:pos:R:3 method="wB97M-V/def2-TZVPD" homo_energy_ha="-0.29806 / -0.29247" lumo_energy_ev="-0.986 / -0.864" charge=0
C 3.562 -0.897 0.875
C 2.292 -0.935 1.434
C 3.466 0.042 -0.108
C 1.453 -0.168 0.679
C -3.185 -0.234 -0.949
C -3.588 -0.707 0.243
C -1.841 0.021 -1.135
C -2.609 -0.800 1.355
C 1.818 1.469 -1.210
N 2.258 0.525 -0.234
O -1.815 1.737 1.099
P -1.354 0.395 0.666
H 4.403 -1.233 1.326
H 1.946 -1.472 2.314
H 4.264 0.502 -0.811
H -3.692 -0.330 -1.942
H -4.455 -1.187 0.302
H -1.186 -0.807 -1.588
H -1.601 0.902 -1.740
H -3.089 -0.369 2.293
H -2.331 -1.840 1.435
H 1.796 1.167 -2.199
H 0.943 1.912 -0.871
H 2.544 2.305 -1.232

Which structure is most stable? a, by 282.8 kJ/mol over the runner-up.